(1)
Below is a structure of composition C41H63BBeBrCl6F7N4NaO24P5S2 in a non-equilibrium geometry, with properties calculated with wB97M-V/def2-TZVPD.

Total charge: -2
Electronic energy: -336436.4749 eV

Last column: Löwdin charge in e.
Positions of all 156 atoms, in Å:
C: -4.0758 -5.4288 0.4789  -0.07
C: -4.4991 -4.0688 -0.1617  -0.28
O: -4.0154 -3.8475 -1.5034  -0.34
P: -2.6586 -2.8846 -1.4132  0.62
O: -1.6976 -3.5749 -0.5382  -0.24
C: -2.1323 -2.6815 -3.1668  -0.20
C: -0.5727 -2.3736 -3.4120  -0.19
C: 0.1915 -1.7913 -2.2244  -0.16
C: 1.1065 -2.6959 -1.5480  -0.28
P: 1.2935 -4.5161 -1.9989  0.91
P: 2.4342 -4.7167 -3.8415  0.30
O: 3.3123 -3.5692 -3.9558  -0.34
O: 3.2590 -6.1684 -3.7655  -0.22
O: 1.4823 -4.8010 -5.2046  -0.23
C: 1.9352 -2.2321 -0.4466  -0.11
C: 2.9599 -3.1116 0.2827  -0.15
C: 4.4343 -2.6117 0.0457  -0.73
O: 4.6979 -1.6535 -0.5813  0.11
Br: 5.8361 -3.7607 0.8843  0.61
C: 1.7547 -0.8421 -0.0684  0.03
C: 0.8189 0.0449 -0.7108  0.05
C: -0.0045 -0.4164 -1.8266  0.03
C: -1.0012 0.5763 -2.4672  -0.26
F: -1.7865 0.0869 -3.5163  0.04
F: -1.9041 0.9170 -1.4802  0.10
C: -0.3577 1.9340 -3.0251  -0.46
F: 0.9635 1.8961 -3.0536  0.12
F: -0.7569 2.0943 -4.3483  0.09
F: -0.8505 3.0217 -2.3941  0.17
C: 0.8109 1.4912 -0.1237  -0.25
O: -0.1653 2.1311 0.1699  0.08
C: 2.2132 2.1010 0.1762  -0.06
C: 2.5323 3.4632 -0.1309  0.04
C: 3.8608 3.9659 0.2165  -0.12
C: 4.1917 5.4780 -0.0766  -0.14
C: 5.2836 5.7487 -1.1594  -0.35
O: 6.4713 5.0190 -0.8711  -0.03
C: 4.7628 5.5426 -2.6345  -0.23
N: 5.2698 4.3205 -3.2554  -0.06
C: 4.7910 3.0600 0.8333  0.05
C: 4.4769 1.6784 1.1663  0.01
B: 5.6067 0.7614 1.8458  -0.45
O: 5.3220 0.2622 3.1293  0.10
C: 6.9939 0.3840 1.1400  -0.18
C: 7.0676 0.7059 -0.3976  -0.13
C: 3.1563 1.1962 0.8319  0.00
C: 2.6485 -0.2573 1.0917  -0.24
O: 2.8742 -0.8600 2.1095  0.12
O: -3.2012 -1.4454 -0.8046  -0.19
C: -4.4408 -1.0775 -1.4593  -0.28
C: -4.8153 0.4262 -1.2565  -0.06
H: -4.9092 -5.7210 1.1742  0.07
H: -3.9463 -6.2642 -0.2417  0.08
H: -3.1946 -5.2639 1.1410  0.08
H: -4.2005 -3.2613 0.5567  0.12
H: -5.6158 -4.0032 -0.2101  0.12
H: -2.7415 -1.9038 -3.7457  0.05
H: -2.3625 -3.6585 -3.6808  0.11
H: -0.1208 -3.2852 -3.8612  0.07
H: -0.5084 -1.5852 -4.2388  0.10
H: -0.0429 -4.9178 -2.3109  -0.07
H: 3.3927 -6.3375 -2.8132  0.04
H: 2.0495 -4.8776 -5.9936  0.07
H: 2.9441 -4.1855 0.0009  0.06
H: 2.7766 -3.0791 1.3876  0.13
H: 1.7902 4.1408 -0.6062  0.11
H: 4.5043 5.8773 0.9243  0.12
H: 3.1926 5.9887 -0.3102  -0.10
H: 5.5569 6.8395 -1.0964  0.14
H: 7.2541 5.5662 -1.0287  0.10
H: 5.1147 6.4199 -3.2558  0.10
H: 3.6420 5.5646 -2.6617  0.09
H: 5.0715 4.3316 -4.2597  0.04
H: 6.2912 4.2756 -3.2176  0.03
H: 5.8268 3.3979 1.0921  0.09
H: 6.0421 -0.3510 3.3452  0.09
H: 7.1811 -0.7118 1.3197  0.07
H: 7.7721 1.0090 1.6534  0.08
H: 7.7392 -0.0546 -0.8868  0.06
H: 6.0820 0.6192 -0.9204  0.06
H: 7.5283 1.6967 -0.6214  0.07
H: -5.3092 -1.6849 -1.1017  0.11
H: -4.4045 -1.2504 -2.5707  0.11
H: -4.2201 1.0175 -1.9980  0.07
H: -5.8812 0.5455 -1.5613  0.08
H: -4.5870 0.8283 -0.2482  0.09
C: 4.8072 0.9807 -5.0559  -2.03
Cl: 6.1980 1.7803 -4.3218  0.55
Cl: 4.5894 1.5619 -6.7332  0.46
Cl: 5.0252 -0.7455 -5.0561  0.58
Cl: 3.3900 1.3759 -4.1010  0.58
F: 2.5886 -1.5611 -4.4513  -0.71
C: 2.1340 9.3071 3.6093  -0.16
C: 2.5591 7.9086 4.0082  -0.15
O: 3.2552 7.4043 2.8685  -0.18
S: 4.0034 8.6103 2.1203  0.58
O: 5.3591 8.6333 2.5383  -0.21
O: 3.6228 8.5769 0.7481  -0.37
O: 3.2293 9.8278 2.8428  -0.20
H: 1.2505 9.2829 2.9669  0.14
H: 1.9371 9.9415 4.4717  0.13
H: 1.7133 7.2694 4.2565  0.14
H: 3.2574 7.9300 4.8494  0.13
Na: -2.0562 -1.8858 -5.5105  0.71
Be: 2.1919 7.2677 -0.7805  0.39
O: -5.6038 -2.9855 3.4017  -0.32
P: -5.1324 -2.5912 4.8010  0.75
N: -6.6583 -2.9012 5.5699  -0.35
C: -7.8713 -2.2435 5.1129  -0.13
C: -6.9190 -4.3302 5.6944  -0.16
N: -4.8446 -0.9448 4.4508  -0.32
C: -5.6196 0.1706 4.9427  -0.13
C: -4.3431 -0.6391 3.1111  -0.13
N: -4.4259 -2.2426 6.4115  -0.29
C: -3.1702 -2.9840 6.6033  -0.14
C: -5.1576 -2.2099 7.6687  -0.14
H: -8.7255 -2.5606 5.7200  0.08
H: -8.1008 -2.4558 4.0622  0.08
H: -7.8155 -1.1649 5.2483  0.05
H: -6.0389 -4.8465 6.0965  0.07
H: -7.1623 -4.7867 4.7269  0.08
H: -7.7415 -4.5189 6.3908  0.08
H: -6.5155 0.3418 4.3313  0.08
H: -5.0249 1.0884 4.9203  0.09
H: -5.9245 0.0443 5.9824  0.07
H: -5.1587 -0.6056 2.3753  0.07
H: -3.6222 -1.3888 2.7861  0.07
H: -3.8254 0.3223 3.0979  0.09
H: -3.3579 -4.0518 6.7648  0.07
H: -2.6045 -2.5945 7.4525  0.08
H: -2.5326 -2.8815 5.7191  0.08
H: -5.4744 -3.2051 8.0021  0.08
H: -6.0308 -1.5630 7.6187  0.07
H: -4.5174 -1.7850 8.4495  0.09
F: 7.2623 2.7959 2.2393  -0.62
C: 9.1624 2.5733 -6.7037  -1.04
Cl: 9.9689 3.1161 -8.1860  0.47
Cl: 9.4587 3.6847 -5.3645  0.50
H: 8.0925 2.5188 -6.8843  0.01
H: 9.5423 1.5922 -6.4363  0.03
C: -6.9778 -6.7157 -4.0576  -0.17
C: -7.9340 -5.6766 -4.6119  -0.18
O: -7.5188 -4.4458 -4.0215  -0.18
S: -5.9121 -4.4772 -3.7953  0.66
O: -5.2919 -3.8010 -4.8905  -0.24
O: -5.6256 -4.1525 -2.4494  -0.22
O: -5.7067 -6.0632 -4.0054  -0.18
H: -7.2533 -7.0076 -3.0414  0.14
H: -6.9238 -7.6026 -4.6864  0.13
H: -8.9717 -5.8905 -4.3639  0.14
H: -7.8315 -5.5845 -5.6969  0.13
O: 0.3940 3.4683 4.2841  -0.22
P: -0.4554 3.9119 3.0960  -0.09
O: -1.8912 3.4108 3.2442  -0.22
O: 0.1466 3.3120 1.8111  -0.12
O: -0.4552 5.4387 3.0037  -0.28

=====

(2)
Below is a structure of composition C41H63P3PdSi2, with properties calculated with wB97M-V/def2-TZVPD.

Total charge: +2
Electronic energy: -90629.0735 eV

Last column: Löwdin charge in e.
Positions of all 110 atoms, in Å:
Pd: 0.1673 0.4929 -0.6010  0.28
C: 2.1742 -2.7504 0.9388  -0.11
C: 2.7578 -1.9722 -0.2425  -0.51
C: 4.2405 -2.3022 -0.4067  -0.08
P: 2.3409 -0.1836 -0.0548  1.00
C: 3.3297 0.8332 -1.2382  -0.54
C: 4.8181 1.0516 -0.9784  -0.08
C: 3.0429 0.3262 -2.6552  -0.10
C: 2.7635 0.1953 1.6712  -0.36
C: 4.0493 0.2044 2.2076  -0.07
C: 4.2205 0.4029 3.5683  -0.04
C: 3.1205 0.5910 4.3978  -0.04
C: 1.8413 0.5821 3.8676  -0.07
C: 1.6501 0.3708 2.5033  -0.28
Si: 0.0053 0.4407 1.6207  0.58
C: -0.8738 2.0257 2.1151  -0.29
C: -1.3961 2.1608 3.4010  -0.10
C: -1.9454 3.3568 3.8322  -0.05
C: -1.9561 4.4507 2.9785  -0.04
C: -1.4268 4.3378 1.7027  -0.07
C: -0.9034 3.1294 1.2461  -0.37
P: -0.1987 2.9702 -0.4400  1.03
C: 1.0615 4.3179 -0.4271  -0.53
C: 1.7058 4.5145 -1.7981  -0.09
C: 2.1107 4.0172 0.6448  -0.09
C: -1.5493 3.4708 -1.6108  -0.53
C: -1.2348 2.9291 -3.0082  -0.13
C: -1.9217 4.9498 -1.6733  -0.09
C: -1.1953 -1.0080 2.0230  -0.17
C: -1.5258 -1.3486 3.3055  -0.04
C: -2.6338 -2.1667 3.5848  0.05
C: -3.4497 -2.6904 2.5836  -0.01
C: -3.0909 -2.4794 1.2789  0.01
C: -1.9149 -1.6787 0.9079  -0.49
P: -2.1562 -0.3268 -0.5141  1.13
C: -3.8439 0.3775 -0.1920  -0.52
C: -5.0033 -0.6145 -0.3159  -0.10
C: -3.9758 1.1482 1.1174  -0.08
C: -2.3896 -1.2346 -2.1245  -0.50
C: -3.2763 -0.3988 -3.0661  -0.10
C: -1.0293 -1.4724 -2.8127  -0.10
H: 2.2534 -3.8195 0.7416  0.06
H: 1.1213 -2.5200 1.1168  0.04
H: 2.7346 -2.5436 1.8509  0.09
H: 2.2237 -2.2721 -1.1473  0.06
H: 4.8156 -1.9964 0.4692  0.08
H: 4.6862 -1.8514 -1.2900  0.07
H: 4.3520 -3.3844 -0.5000  0.08
H: 2.8383 1.8064 -1.1430  0.05
H: 5.3945 0.1290 -0.9807  0.07
H: 4.9881 1.5676 -0.0345  0.07
H: 5.2181 1.6878 -1.7697  0.09
H: 3.5221 -0.6331 -2.8520  0.08
H: 3.4247 1.0403 -3.3851  0.09
H: 1.9695 0.2086 -2.8415  0.05
H: 4.9164 0.0558 1.5792  0.10
H: 5.2183 0.4150 3.9858  0.12
H: 3.2675 0.7539 5.4569  0.12
H: 0.9978 0.7608 4.5246  0.10
H: -1.3916 1.3221 4.0881  0.09
H: -2.3512 3.4415 4.8312  0.12
H: -2.3674 5.3951 3.3086  0.12
H: -1.4177 5.2123 1.0672  0.10
H: 0.5376 5.2377 -0.1491  0.11
H: 2.1866 3.5990 -2.1502  0.07
H: 2.4745 5.2856 -1.7350  0.09
H: 0.9900 4.8268 -2.5574  0.06
H: 2.6334 3.0793 0.4394  0.05
H: 1.6731 3.9449 1.6413  0.08
H: 2.8569 4.8121 0.6636  0.09
H: -2.4127 2.9128 -1.2204  0.09
H: -0.4019 3.4594 -3.4708  0.07
H: -2.1001 3.0559 -3.6612  0.09
H: -0.9773 1.8654 -2.9828  0.03
H: -1.0592 5.5805 -1.8914  0.08
H: -2.3826 5.3035 -0.7539  0.06
H: -2.6450 5.1074 -2.4748  0.09
H: -0.9654 -0.9543 4.1448  0.11
H: -2.8715 -2.3807 4.6205  0.14
H: -4.2971 -3.3118 2.8359  0.13
H: -3.6003 -2.9941 0.4751  0.14
H: -3.9254 1.0975 -1.0155  0.10
H: -5.1333 -1.1678 0.6146  0.07
H: -4.9036 -1.3260 -1.1334  0.07
H: -5.9287 -0.0587 -0.4729  0.10
H: -3.7688 0.5083 1.9803  0.08
H: -5.0039 1.4990 1.2164  0.10
H: -3.3187 2.0101 1.1659  0.06
H: -2.8808 -2.1910 -1.9296  0.11
H: -2.8479 0.5916 -3.2297  0.06
H: -4.3009 -0.2805 -2.7251  0.06
H: -3.3101 -0.8980 -4.0344  0.10
H: -0.2073 -1.0077 -2.2498  0.01
H: -1.0311 -1.0528 -3.8175  0.09
H: -0.7811 -2.5292 -2.8739  0.06
C: 1.8582 -4.5857 -1.8900  -0.16
Si: 0.2647 -5.1540 -1.0854  0.49
C: -0.9471 -5.7497 -2.3759  -0.17
C: 0.5369 -6.4078 0.2683  -0.17
C: -0.5795 -3.6668 -0.2912  0.00
C: -1.1182 -2.7114 0.2169  -0.13
H: 2.2010 -5.3579 -2.5820  0.05
H: 2.6585 -4.4236 -1.1680  0.01
H: 1.7235 -3.6712 -2.4722  0.03
H: -0.5784 -6.6612 -2.8503  0.05
H: -1.1008 -5.0118 -3.1658  0.03
H: -1.9162 -5.9807 -1.9324  0.04
H: 1.0936 -7.2661 -0.1123  0.05
H: -0.4147 -6.7778 0.6514  0.04
H: 1.0979 -5.9942 1.1061  0.03

=====

(3)
Below is a cluster of 5 separate species, C41H64Cl4F2IN6O12P2 in total in a non-equilibrium geometry, with properties calculated with wB97M-V/def2-TZVPD.

Total charge: -1
Electronic energy: -159237.2071 eV

Last column: Löwdin charge in e.
Positions of all 132 atoms, in Å:
C: 3.7487 -1.6263 -0.1391  -0.02
C: 3.6922 -0.0355 -0.5678  -0.30
O: 2.8793 0.8634 -0.0072  0.00
O: 4.5825 0.3755 -1.6856  -0.15
C: 5.9847 0.4202 -1.2376  -0.19
C: 6.7595 1.5103 -2.2418  -0.15
C: 6.6177 3.0458 -1.6890  -0.20
C: 5.9105 4.0909 -2.7712  -0.14
C: 4.7446 4.9300 -1.9143  -0.02
C: 5.1109 5.8298 -0.5634  -0.04
C: 6.6635 5.9724 0.0402  -0.11
C: 6.9125 4.8666 1.2554  -0.54
O: 8.0635 4.1506 1.3545  -0.12
Cl: 5.6317 4.4746 2.5807  0.57
C: 3.9606 6.6702 0.3102  -0.12
N: 4.3115 7.5259 1.5192  -0.12
C: 3.3770 7.2894 2.6848  -0.13
C: 4.1267 8.9879 1.0687  -0.27
C: 4.9685 9.6606 -0.1988  -0.04
O: 3.2744 9.8353 1.6987  -0.07
C: 2.3766 6.5950 -0.1269  0.09
C: 2.0140 5.6988 -1.4620  0.01
C: 3.1671 4.8935 -2.3677  0.03
C: 2.5906 4.0845 -3.7138  -0.21
O: 3.2845 4.1903 -4.8494  -0.08
C: 1.1784 3.2765 -3.4982  -0.07
C: 0.7859 1.8075 -4.1091  -0.47
I: 2.3341 0.8728 -5.4169  0.76
C: -0.6754 1.0654 -3.7748  -0.11
C: -1.0380 -0.4462 -4.3859  -0.24
C: 0.0518 -1.6010 -3.9315  -0.19
C: -0.6514 -3.1109 -3.7782  -0.11
F: 0.2791 -4.1016 -4.4385  -0.18
C: -1.8405 1.8101 -2.8334  -0.11
P: -3.5531 1.0544 -2.4311  0.73
O: -4.5887 2.0850 -1.7883  -0.38
O: -3.3042 -0.1793 -1.1765  -0.26
O: -4.3833 0.3909 -3.8493  -0.27
C: -1.4259 3.3084 -2.2172  -0.07
N: -2.3476 4.1198 -1.2982  -0.02
C: 0.0353 4.0461 -2.5546  0.04
C: 0.4241 5.5626 -1.9643  -0.19
O: -0.4510 6.5673 -1.8655  0.00
H: 2.6247 -1.9853 -0.0519  0.09
H: 4.2287 -1.7262 0.9313  0.10
H: 4.2957 -2.2941 -0.9488  0.10
H: 6.4922 -0.6528 -1.3529  0.13
H: 6.0628 0.7241 -0.1046  0.14
H: 7.9086 1.2072 -2.1750  0.12
H: 6.4434 1.3460 -3.3559  0.12
H: 7.6858 3.5104 -1.4637  0.11
H: 6.0000 3.0795 -0.6907  0.11
H: 5.4425 3.4026 -3.6090  0.11
H: 6.7298 4.8379 -3.2056  0.13
H: 6.8976 7.0595 0.4054  0.12
H: 7.3741 5.6556 -0.8513  0.11
H: 2.2557 7.5648 2.4867  0.10
H: 3.7759 7.9458 3.5802  0.11
H: 3.4021 6.1730 3.0373  0.07
H: 5.1368 8.9124 -1.0834  0.08
H: 4.3238 10.5660 -0.6164  0.10
H: 5.9502 10.1336 0.2348  0.09
H: 1.5203 7.1749 0.4691  0.13
H: -1.0673 -0.4019 -5.5786  0.02
H: -2.0905 -0.8358 -4.0553  0.08
H: 0.6768 -1.3172 -2.9745  0.12
H: 0.8017 -1.7238 -4.8523  0.07
H: -1.6422 -3.1426 -4.4004  0.12
H: -0.7519 -3.4588 -2.6655  0.12
H: -3.1450 0.4010 -0.3501  0.10
H: -4.6289 1.1998 -4.4116  0.08
H: -2.9366 4.7895 -1.8433  0.10
H: -1.7804 4.5919 -0.5590  0.05
O: 1.5443 -2.2792 3.0614  -0.30
P: 0.5256 -3.2819 3.6563  0.74
N: -0.8043 -2.5532 2.9177  -0.34
C: -1.4021 -1.2826 3.2694  -0.12
C: -0.9191 -2.7933 1.4772  -0.11
N: 0.8440 -2.8712 5.2752  -0.33
C: 0.1164 -1.8919 6.0626  -0.13
C: 2.2713 -2.7299 5.5913  -0.16
N: -0.6455 -4.4348 4.3403  -0.30
C: -0.4759 -5.7544 3.7275  -0.16
C: -2.0608 -4.2143 4.6113  -0.11
H: -2.4102 -1.2081 2.8288  0.09
H: -0.8062 -0.4384 2.9315  0.09
H: -1.5779 -1.1842 4.3420  0.05
H: -1.6648 -3.5706 1.2962  0.07
H: 0.0268 -3.1349 1.0470  0.06
H: -1.2110 -1.8992 0.9154  0.08
H: 0.1881 -0.8894 5.6289  0.09
H: 0.5034 -1.8338 7.0837  0.08
H: -0.9306 -2.1628 6.1866  0.06
H: 2.6502 -1.7369 5.3134  0.08
H: 2.8649 -3.4822 5.0584  0.07
H: 2.4617 -2.8847 6.6593  0.08
H: -0.9082 -5.7826 2.7214  0.07
H: -0.9374 -6.5408 4.3346  0.08
H: 0.5878 -6.0020 3.6441  0.07
H: -2.6665 -4.2414 3.6973  0.06
H: -2.2608 -3.2759 5.1212  0.06
H: -2.4408 -4.9945 5.2788  0.10
C: -7.6724 -4.0390 -0.4619  -0.10
O: -8.2464 -4.4626 0.7738  -0.19
C: -8.7319 -5.8109 0.7512  -0.20
C: -7.7916 -6.7637 1.5047  -0.21
N: -6.5472 -6.9883 0.7763  -0.06
C: -5.4598 -7.5708 1.5710  -0.19
C: -5.0447 -6.8695 2.8844  -0.21
O: -4.3656 -5.6250 2.7096  -0.21
C: -5.2066 -4.5353 2.3785  -0.09
H: -7.5866 -2.9515 -0.4402  0.09
H: -6.6692 -4.4455 -0.5920  0.07
H: -8.3011 -4.3174 -1.3124  0.09
H: -8.9508 -6.1582 -0.2632  0.12
H: -9.6897 -5.7862 1.2928  0.12
H: -8.2950 -7.7256 1.6537  0.12
H: -7.6093 -6.3230 2.4852  0.09
H: -6.2135 -6.1116 0.3881  0.06
H: -4.5772 -7.6014 0.9180  0.12
H: -5.7179 -8.6119 1.7943  0.11
H: -4.3197 -7.5262 3.3790  0.12
H: -5.8728 -6.7630 3.5919  0.11
H: -6.1671 -4.5696 2.9006  0.09
H: -5.3546 -4.4999 1.2973  0.07
H: -4.7025 -3.6055 2.6573  0.08
F: -2.9897 5.8486 -0.0723  -0.71
C: -2.4403 -0.1765 -8.4929  -1.51
Cl: -2.9770 0.0537 -6.8201  0.59
Cl: -2.9305 1.1978 -9.4982  0.52
Cl: -0.6838 -0.3996 -8.5576  0.52
H: -2.9167 -1.0782 -8.8863  0.02

=====

> Look up the total charge of the first one.

-2

=====

> What is the total charge in the third record?

-1

=====

> The highest total charge belongs to which entry?

C41H63P3PdSi2

=====

> The lowest electronic energy belongs to which entry?

C41H63BBeBrCl6F7N4NaO24P5S2